Record 1
{
  "formula": "C5H10O2",
  "method": "ωB97M-V with the def2-TZVPD basis set",
  "symbols": ["C", "C", "O", "C", "C", "C", "O", "H", "H", "H", "H", "H", "H", "H", "H", "H", "H"],
  "coordinates": [[-0.629, 1.723, 0.608], [-0.404, 0.241, 0.892], [-1.397, -0.542, 0.233], [-0.847, -1.015, -0.982], [0.591, -1.387, -0.628], [0.978, -0.305, 0.401], [1.835, 0.689, -0.131], [-1.624, 2.006, 0.967], [-0.600, 1.935, -0.469], [0.124, 2.347, 1.099], [-0.529, 0.054, 1.966], [-0.874, -0.235, -1.763], [-1.463, -1.849, -1.330], [0.624, -2.386, -0.182], [1.281, -1.369, -1.477], [1.544, -0.733, 1.234], [1.401, 1.073, -0.907]],
  "nbo_charge": [-0.64, 0.06, -0.53, -0.07, -0.46, 0.07, -0.70, 0.22, 0.19, 0.22, 0.19, 0.15, 0.20, 0.22, 0.22, 0.19, 0.46],
  "total_charge": 0,
  "homo_lumo_gap_ev": 10.7,
  "e_above_lowest_kcal_mol": 31.6,
  "homo_ha": -0.3614,
  "smiles": "C[C@H]1OCC[C@H]1O"
}

***

Record 2
{
  "formula": "C2H4N4O",
  "method": "ωB97M-V with the def2-TZVPD basis set",
  "symbols": ["N", "C", "N", "N", "C", "O", "N", "H", "H", "H", "H"],
  "coordinates": [[2.150, 0.453, 0.318], [1.127, -0.001, -0.412], [0.763, -0.836, -1.271], [-1.042, -0.820, 1.036], [-1.212, -0.090, 0.021], [-2.402, 0.300, -0.474], [-0.147, 0.421, -0.788], [2.925, -0.172, 0.479], [1.987, 1.179, 0.996], [-1.943, -1.141, 1.390], [-2.225, 0.788, -1.293]],
  "nbo_charge": [-0.79, 0.52, -0.25, -0.73, 0.66, -0.67, -0.43, 0.41, 0.42, 0.36, 0.50],
  "total_charge": 0,
  "homo_lumo_gap_ev": 10.2,
  "e_above_lowest_kcal_mol": 66.8,
  "homo_ha": -0.3477,
  "smiles": "[H]/N=C(\\O)N1N=C1N"
}

***

Record 3
{
  "formula": "C37H72ClF6N2O16P2",
  "method": "ωB97M-V with the def2-TZVPD basis set",
  "symbols": ["C", "C", "O", "C", "N", "C", "C", "C", "C", "C", "N", "C", "C", "C", "P", "O", "O", "C", "C", "O", "C", "C", "O", "C", "C", "O", "C", "F", "F", "C", "F", "F", "C", "F", "F", "C", "O", "O", "C", "C", "O", "C", "C", "P", "O", "Cl", "H", "H", "H", "H", "H", "H", "H", "H", "H", "H", "H", "H", "H", "H", "H", "H", "H", "H", "H", "H", "H", "H", "H", "H", "H", "H", "H", "H", "H", "H", "H", "H", "H", "H", "H", "H", "H", "H", "H", "H", "H", "H", "H", "H", "C", "O", "C", "C", "O", "C", "C", "O", "C", "H", "H", "H", "H", "H", "H", "H", "H", "H", "H", "H", "H", "H", "H", "C", "O", "C", "C", "O", "C", "C", "O", "C", "H", "H", "H", "H", "H", "H", "H", "H", "H", "H", "H", "H", "H", "H"],
  "coordinates": [[3.157, -1.525, 2.344], [2.229, -1.537, 1.110], [2.348, -0.372, 0.275], [1.549, 0.691, 0.700], [0.354, 0.811, -0.214], [-0.933, 0.382, 0.409], [-1.853, 0.003, -0.779], [-1.584, -1.418, -1.325], [-1.309, -2.522, -0.271], [-2.290, -2.624, 0.904], [-1.834, -3.640, 1.886], [-3.353, 0.226, -0.419], [-4.313, 0.029, -1.596], [-5.820, 0.182, -1.136], [-6.871, -1.092, -1.990], [-8.189, -0.496, -2.119], [-7.034, -2.454, -1.114], [-5.944, -2.750, -0.222], [-5.813, -4.299, -0.147], [-6.322, -1.362, -3.500], [-5.676, -2.637, -3.695], [-4.594, -2.518, -4.808], [-1.629, 0.869, -1.932], [-1.191, 2.159, -1.562], [-1.309, 3.035, -2.846], [-0.832, 2.610, -3.807], [-2.076, 4.392, -3.034], [-1.200, 5.256, -3.540], [-2.984, 4.205, -3.987], [-2.761, 5.088, -1.824], [-3.331, 6.191, -2.339], [-1.816, 5.553, -1.016], [-3.931, 4.302, -1.140], [-4.133, 3.111, -1.775], [-5.060, 4.967, -1.321], [-3.852, 3.982, 0.372], [-2.977, 4.214, 1.109], [-4.949, 3.328, 0.844], [0.219, 2.157, -0.885], [1.424, 2.294, -1.833], [1.491, 1.259, -2.790], [2.769, 0.610, -2.857], [3.645, 1.318, -3.902], [0.221, 3.652, 0.321], [0.010, 3.147, 1.871], [2.151, 4.425, 0.346], [2.536, -1.333, 3.230], [3.938, -0.760, 2.295], [3.626, -2.498, 2.517], [1.193, -1.670, 1.458], [2.441, -2.417, 0.493], [1.206, 0.522, 1.726], [2.184, 1.581, 0.681], [0.514, 0.099, -0.950], [-0.801, -0.412, 1.144], [-1.437, 1.205, 0.926], [-2.357, -1.771, -2.012], [-0.665, -1.329, -1.931], [-0.284, -2.451, 0.120], [-1.350, -3.488, -0.795], [-3.273, -2.931, 0.510], [-2.391, -1.693, 1.478], [-2.502, -3.572, 2.651], [-1.979, -4.554, 1.462], [-3.683, -0.392, 0.424], [-3.413, 1.271, -0.070], [-4.127, 0.716, -2.425], [-4.247, -0.968, -2.045], [-6.241, 1.141, -1.444], [-5.938, -0.032, -0.066], [-6.092, -2.331, 0.782], [-4.985, -2.387, -0.616], [-5.001, -4.640, -0.804], [-6.734, -4.737, -0.544], [-5.618, -4.637, 0.875], [-5.129, -2.934, -2.786], [-6.367, -3.453, -3.927], [-4.558, -1.496, -5.193], [-4.764, -3.256, -5.598], [-3.615, -2.777, -4.382], [-1.904, 2.569, -0.819], [-5.142, 2.560, 0.278], [2.394, 2.362, -1.323], [1.302, 3.251, -2.374], [2.572, -0.398, -3.249], [3.254, 0.464, -1.882], [4.072, 2.269, -3.566], [2.985, 1.554, -4.750], [4.397, 0.635, -4.312], [-0.930, 3.036, 2.090], [-2.001, -7.729, 7.397], [-1.316, -8.149, 6.236], [-2.072, -7.930, 5.058], [-1.166, -7.903, 3.843], [-0.497, -6.658, 3.660], [0.576, -6.385, 4.556], [1.821, -7.204, 4.278], [1.697, -8.499, 4.839], [2.599, -9.420, 4.264], [-2.944, -8.274, 7.513], [-1.365, -7.937, 8.256], [-2.195, -6.651, 7.361], [-2.619, -6.982, 5.127], [-2.790, -8.755, 4.958], [-1.794, -8.022, 2.956], [-0.459, -8.734, 3.851], [0.256, -6.479, 5.594], [0.824, -5.333, 4.388], [2.690, -6.716, 4.740], [1.977, -7.273, 3.194], [2.400, -9.536, 3.192], [2.450, -10.383, 4.748], [3.635, -9.100, 4.417], [4.138, 7.215, -0.189], [5.260, 7.160, -1.037], [5.438, 8.364, -1.772], [6.867, 8.483, -2.263], [7.772, 8.944, -1.267], [8.132, 8.012, -0.254], [9.078, 6.931, -0.735], [8.363, 5.904, -1.408], [9.204, 5.123, -2.229], [3.220, 7.381, -0.766], [4.063, 6.261, 0.331], [4.259, 8.007, 0.559], [5.195, 9.231, -1.146], [4.758, 8.337, -2.633], [6.888, 9.248, -3.042], [7.216, 7.553, -2.714], [7.247, 7.589, 0.226], [8.657, 8.603, 0.500], [9.586, 6.480, 0.127], [9.825, 7.374, -1.404], [9.657, 5.739, -3.013], [8.593, 4.356, -2.703], [9.988, 4.637, -1.637]],
  "mulliken_charge": [-1.36, 0.07, -0.35, -0.91, 1.39, -1.75, 0.83, -1.07, -0.55, 0.13, -0.62, 0.09, 0.59, -1.29, 0.73, -0.81, -0.44, 0.89, -1.37, -0.40, 0.53, -1.25, -0.58, 2.08, -1.40, -0.34, 0.64, -0.29, -0.30, 0.84, -0.33, -0.23, 0.93, -0.19, -0.37, 0.09, -0.43, -0.53, 0.48, -2.28, -0.21, -0.12, -1.33, 0.55, -0.60, -0.16, 0.35, 0.32, 0.38, 0.03, 0.48, 0.40, 0.57, 0.49, 1.03, -0.22, 0.15, 0.30, -0.18, 0.80, -0.44, 0.52, 0.30, 0.27, 0.68, -0.58, 0.54, -0.67, 0.50, 0.71, 0.43, -0.62, 0.29, 0.45, 0.33, -0.41, 0.47, 0.31, 0.34, 0.28, -0.67, 0.37, 0.90, 0.71, 0.34, 0.25, 0.31, 0.31, 0.42, 0.40, -0.78, -0.25, -0.57, -0.41, -0.39, -0.43, -0.62, -0.25, -0.78, 0.32, 0.24, 0.32, 0.32, 0.44, 0.39, 0.18, 0.20, 0.40, 0.43, 0.35, 0.33, 0.24, 0.32, -0.62, -0.21, -0.59, -0.41, -0.47, -0.35, -0.60, -0.21, -0.79, 0.36, 0.03, 0.35, 0.36, 0.41, 0.40, 0.18, 0.14, 0.39, 0.43, 0.36, 0.33, 0.22, 0.32],
  "total_charge": 1,
  "homo_lumo_gap_ev": 7.8,
  "homo_ha": -0.3914
}

***

Record 4
{
  "formula": "C5H7NOS",
  "method": "ωB97M-V with the def2-TZVPD basis set",
  "symbols": ["C", "C", "C", "C", "C", "H", "H", "H", "H", "H", "H", "H", "N", "O", "S"],
  "coordinates": [[-0.782, -0.262, -0.057], [-0.266, 1.286, -0.273], [1.056, 0.447, -0.500], [0.187, -0.625, -1.184], [-0.007, -0.614, 1.100], [-2.226, -1.288, 1.232], [-0.416, 1.829, -1.219], [-0.460, 2.053, 0.568], [1.921, 0.958, -0.953], [-0.143, -0.344, -2.087], [0.671, -1.598, -1.148], [1.920, -0.008, 1.428], [1.312, -0.284, 0.745], [-0.347, -1.036, 2.193], [-2.420, -0.512, 0.157]],
  "nbo_charge": [-0.35, -0.39, -0.06, -0.37, 0.67, 0.16, 0.22, 0.22, 0.22, 0.21, 0.22, 0.40, -0.63, -0.58, 0.05],
  "total_charge": 0,
  "homo_lumo_gap_ev": 9.8,
  "e_above_lowest_kcal_mol": 48.6,
  "homo_ha": -0.3325
}

***

Record 5
{
  "formula": "C5H8N",
  "method": "ωB97M-V with the def2-TZVPD basis set",
  "symbols": ["C", "C", "C", "C", "C", "N", "H", "H", "H", "H", "H", "H", "H", "H"],
  "coordinates": [[-1.744, 0.710, 0.614], [-1.215, -0.193, 0.064], [1.376, -2.055, -0.226], [-2.607, 1.637, 1.403], [1.954, -0.047, -1.352], [1.160, -0.983, -0.746], [2.404, -2.587, -0.178], [0.497, -2.584, 0.200], [-3.512, 2.088, 0.835], [-2.917, 1.096, 2.238], [-1.943, 2.386, 1.710], [2.332, 0.611, -0.575], [1.337, 0.440, -2.100], [2.878, -0.518, -1.887]],
  "nbo_charge": [-0.08, 0.11, 0.02, -0.68, -0.49, -0.04, 0.28, 0.27, 0.27, 0.26, 0.25, 0.26, 0.28, 0.28],
  "total_charge": 1,
  "homo_lumo_gap_ev": [6.3, 7.4],
  "e_above_lowest_kcal_mol": 203.0,
  "homo_ha": [-0.5384, -0.5265]
}

***

Record 6
{
  "formula": "C3H10O",
  "method": "ωB97M-V with the def2-TZVPD basis set",
  "symbols": ["C", "C", "H", "H", "H", "H", "H", "H", "C", "O", "H", "H", "H", "H"],
  "coordinates": [[-0.986, -1.032, 0.249], [-0.925, -1.226, -1.228], [-0.367, -0.122, 0.515], [-0.498, -1.799, 0.867], [-2.004, -0.930, 0.623], [0.096, -1.096, -1.615], [-1.165, -2.295, -1.375], [-1.503, -0.565, -1.865], [1.397, 1.358, 0.955], [0.801, 1.231, -0.388], [0.673, 1.907, 1.569], [1.585, 0.380, 1.372], [2.279, 1.990, 0.835], [0.618, 2.198, -0.515]],
  "mulliken_spin": [0.16, 0.03, 0.10, 0.02, 0.00, 0.01, 0.06, 0.00, 0.02, 0.56, 0.02, 0.00, 0.03, -0.02],
  "spin_multiplicity": 2,
  "total_charge": 1,
  "homo_lumo_gap_ev": [12.9, 5.5],
  "e_above_lowest_kcal_mol": 14.3,
  "homo_ha": [-0.6112, -0.5849]
}

***

Record 7
{
  "formula": "C19H28AsMoN2O9",
  "method": "ωB97M-V with the def2-TZVPD basis set",
  "symbols": ["Mo", "O", "C", "C", "N", "C", "C", "O", "O", "C", "C", "O", "O", "H", "H", "H", "H", "H", "H", "H", "H", "H", "O", "C", "O", "C", "C", "C", "C", "C", "C", "N", "O", "O", "H", "H", "H", "H", "C", "C", "As", "C", "C", "C", "C", "H", "H", "H", "H", "H", "H", "H", "H", "H", "H", "H", "H", "H", "H", "H"],
  "coordinates": [[-0.150, -1.064, 0.693], [2.805, -1.164, 1.534], [3.079, -2.543, 1.756], [2.043, -3.338, 1.000], [0.631, -3.023, 1.383], [0.435, -3.061, 2.858], [0.610, -1.654, 3.402], [1.193, -1.359, 4.397], [0.015, -0.755, 2.585], [-0.257, -4.025, 0.726], [-1.695, -3.529, 0.745], [-2.641, -4.249, 0.697], [-1.755, -2.189, 0.756], [3.220, -0.641, 2.231], [3.062, -2.771, 2.824], [4.063, -2.815, 1.369], [2.214, -4.405, 1.170], [2.134, -3.148, -0.072], [1.112, -3.767, 3.335], [-0.592, -3.365, 3.070], [-0.175, -4.995, 1.217], [0.050, -4.136, -0.316], [-0.554, -0.789, -3.256], [-1.178, -0.449, -2.297], [-0.629, -0.587, -1.051], [-2.527, 0.173, -2.316], [-3.017, 0.575, -3.557], [-4.263, 1.167, -3.650], [-4.996, 1.335, -2.490], [-4.543, 0.932, -1.248], [-3.291, 0.346, -1.166], [-6.331, 1.974, -2.580], [-6.714, 2.302, -3.681], [-6.940, 2.130, -1.544], [-2.411, 0.418, -4.439], [-4.671, 1.495, -4.594], [-5.166, 1.073, -0.379], [-2.938, -0.002, -0.206], [3.338, 2.465, 2.074], [1.893, 1.977, 2.122], [1.208, 1.256, 0.438], [0.028, 2.660, -0.221], [0.743, 3.985, -0.456], [2.691, 1.264, -0.822], [2.240, 0.978, -2.250], [3.652, 2.795, 3.064], [3.457, 3.307, 1.393], [4.030, 1.685, 1.749], [1.220, 2.794, 2.390], [1.748, 1.204, 2.877], [-0.763, 2.762, 0.525], [-0.443, 2.292, -1.134], [1.244, 4.341, 0.446], [0.027, 4.751, -0.754], [1.487, 3.906, -1.249], [3.402, 0.515, -0.473], [3.173, 2.238, -0.746], [1.782, -0.006, -2.352], [3.094, 1.018, -2.925], [1.516, 1.716, -2.601]],
  "mulliken_spin": [1.97, 0.00, 0.00, 0.01, -0.06, 0.02, 0.02, 0.00, -0.01, -0.01, 0.03, 0.00, 0.03, 0.00, 0.00, 0.00, 0.00, 0.01, 0.00, 0.00, 0.00, 0.01, 0.00, 0.02, -0.02, -0.02, 0.00, 0.00, 0.00, 0.01, 0.01, 0.00, 0.00, 0.00, 0.00, 0.00, 0.00, 0.00, 0.00, 0.00, -0.03, -0.01, 0.00, 0.01, 0.01, 0.00, 0.00, 0.00, 0.00, 0.00, 0.00, 0.01, 0.00, 0.00, 0.00, 0.00, 0.00, 0.00, 0.00, 0.00],
  "spin_multiplicity": 3,
  "total_charge": 1,
  "homo_lumo_gap_ev": [7.5, 7.9],
  "e_above_lowest_kcal_mol": 47.6,
  "homo_ha": [-0.4664, -0.4691]
}

***

Record 8
{
  "formula": "C2H2LiNdO2",
  "method": "ωB97M-V with the def2-TZVPD basis set",
  "symbols": ["O", "C", "C", "O", "Li", "Nd", "H", "H"],
  "coordinates": [[-1.017, -0.953, 1.229], [-1.522, -0.142, 0.486], [-1.096, 0.696, -0.490], [1.800, -0.298, -0.052], [3.131, 0.257, -1.018], [1.384, -1.816, 1.622], [-1.203, 1.766, -0.280], [-1.478, 0.490, -1.496]],
  "mulliken_spin": [0.00, 0.00, 0.00, -0.10, 0.00, 3.10, 0.00, 0.00],
  "spin_multiplicity": 4,
  "total_charge": 2,
  "homo_lumo_gap_ev": [6.1, 7.4],
  "homo_ha": [-0.6213, -0.6215]
}